1.
The following is a DFT calculation (ωB97M-V with the def2-TZVPD basis set) of 13 unconnected molecules or ions with the total composition H26O13 at a distorted geometry.

The calculation puts the total energy at -27033.37281 eV. The HOMO energy is -0.3480 hartree. As for the molecular weight: 234.2 g mol⁻¹.

Geometry (Å):
H -0.58407 -0.81545 -0.82468
H 0.42940 0.10695 -0.16735
H 1.55885 2.34305 -3.41326
H 1.72964 0.84566 -3.21654
H -0.41382 -1.41696 -2.89640
H 0.24188 -2.77367 -3.09504
H -1.92725 -1.50979 -2.19519
H -2.57962 -2.87452 -2.34348
H 4.46716 1.12630 0.42943
H 3.93616 2.13414 1.43558
H -2.93094 2.37367 1.53933
H -1.88795 1.26814 1.54549
H -3.12001 1.35890 -0.56728
H -1.64472 1.12914 -0.28309
H 0.27779 1.84541 -1.55778
H -0.31513 0.90069 -2.59025
H -2.78088 -0.28968 1.28240
H -3.70374 -0.55835 2.45977
H 3.33141 -1.21223 1.61751
H 4.00418 -1.02502 2.96746
H 1.69051 -0.45663 1.71816
H 1.77976 -0.75017 3.20675
H 0.81574 4.21330 0.25023
H -0.06571 3.13015 0.85014
H -0.90579 -4.70098 1.63422
H -1.34755 -4.09451 0.31245
O 0.34721 -0.75884 -0.58284
O 1.13728 1.57684 -3.00804
O -0.61729 -2.35656 -2.96522
O -2.57387 -2.09207 -1.78068
O 4.57451 1.41812 1.34174
O -2.05462 2.15752 1.87748
O -2.30947 1.82523 -0.33371
O -0.05767 0.94793 -1.66264
O -2.91309 -0.06658 2.21070
O 3.43554 -1.63111 2.47930
O 1.76766 -0.02225 2.57510
O 0.85786 3.37762 0.72862
O -1.64934 -4.67337 1.02156

2.
The following is a DFT calculation (ωB97M-V with the def2-TZVPD basis set) of 2 unconnected molecules or ions with the total composition C8H19BBrO9P.

The calculation puts the total energy at -107043.16133 eV. The HOMO energy is -0.3570 hartree. The SMILES is COB(O)OC(=O)OP(O)Br.COCCOCCOC. As for the molecular weight: 380.9 g mol⁻¹.

Geometry (Å):
C 3.17983 -0.41760 -0.01898
O 3.56554 -1.59163 0.68748
B 3.06276 -2.79601 0.34092
O 1.76904 -3.03095 -0.05586
O 3.91921 -3.92673 0.45167
C 4.59681 -4.23031 -0.64040
O 5.39860 -5.09227 -0.77507
O 4.21199 -3.34570 -1.63699
P 4.19827 -3.85819 -3.23464
O 2.60169 -3.93483 -3.40868
Br 4.63303 -1.81328 -4.06677
H 3.25600 0.43691 0.65062
H 2.15187 -0.47523 -0.38464
H 3.85537 -0.25842 -0.86082
H 1.13150 -2.46562 0.39296
H 2.10208 -3.39355 -2.77929
C -4.70391 0.19752 2.29647
O -3.70752 1.07846 1.83245
C -2.55370 1.05344 2.64952
C -1.40847 1.77819 1.97970
O -0.72650 1.00149 1.00440
C -1.37690 0.85489 -0.25002
C -1.29345 2.07970 -1.13312
O -2.26987 3.03047 -0.75950
C -2.08388 4.26321 -1.41564
H -5.00901 0.44286 3.32067
H -5.56413 0.29988 1.63839
H -4.35738 -0.84252 2.27259
H -2.25609 0.01564 2.85143
H -2.77343 1.54343 3.60880
H -0.65990 1.99311 2.74463
H -1.75187 2.72571 1.55912
H -2.41751 0.54824 -0.12338
H -0.84137 0.04770 -0.75561
H -1.45565 1.77871 -2.17823
H -0.28883 2.51653 -1.05080
H -1.11914 4.71235 -1.15175
H -2.88380 4.92791 -1.09677
H -2.13130 4.14649 -2.50487

3.
The following is a DFT calculation (ωB97M-V with the def2-TZVPD basis set) of 2 unconnected molecules or ions with the total composition CH7NS2.

The calculation puts the total energy at -24311.02325 eV. The HOMO energy is -0.3257 hartree. The SMILES is CSS.N. As for the molecular weight: 97.2 g mol⁻¹.

Geometry (Å):
C -4.12674 1.74978 -1.34275
S -2.94441 0.39723 -1.40199
S -2.49279 0.01798 0.56021
H -4.93986 1.47252 -0.66306
H -4.52408 1.75696 -2.35538
H -3.73181 2.71420 -1.00796
H -1.83134 1.13430 0.91203
N 6.12962 -2.61216 1.43353
H 6.13762 -2.51681 0.41946
H 6.95710 -2.13574 1.77971
H 5.36670 -1.97827 1.66621

4.
The following is a DFT calculation (ωB97M-V with the def2-TZVPD basis set) of 2 unconnected molecules or ions with the total composition C3H4N2O3 at a distorted geometry.

The calculation puts the total energy at -12291.67307 eV. The HOMO energy is -0.3138 hartree. As for the molecular weight: 116.1 g mol⁻¹.

Geometry (Å):
C -0.80797 0.17830 0.65951
C -1.48999 0.52846 -0.49308
C 0.48009 -0.17392 0.22388
H -1.43018 -1.46843 1.75693
H -2.52355 0.22759 -0.95681
H 2.07530 1.46541 -0.88776
H 1.73243 -0.72700 1.73490
N -0.67230 0.46136 -1.57344
N 0.53469 0.16460 -1.18827
O -1.23160 -0.52519 1.82051
O 1.72378 0.50979 -1.82215
O 1.60931 -0.64099 0.72577

5.
The following is a DFT calculation (ωB97M-V with the def2-TZVPD basis set) of 2 unconnected molecules or ions with the total composition C11H15N at a distorted geometry.

The calculation puts the total energy at -13140.43699 eV. The HOMO energy is -0.2892 hartree. The SMILES is Cc1c[nH]c2ccccc12.CC. As for the molecular weight: 161.2 g mol⁻¹.

Geometry (Å):
C 1.00288 -0.00415 3.69466
C 0.79446 1.20210 2.82636
C 1.12757 2.48711 3.04791
N 0.89003 3.25106 1.92328
C 0.56340 2.40592 0.88570
C 0.26796 2.70194 -0.44146
C 0.05081 1.61873 -1.27064
C -0.01781 0.30852 -0.76252
C 0.13863 0.04488 0.58631
C 0.47487 1.11297 1.41868
H 0.22518 -0.75586 3.59618
H 1.07232 0.28478 4.74889
H 1.98221 -0.41609 3.46701
H 1.56162 2.96361 3.91161
H 1.31944 4.15768 1.85792
H 0.21029 3.72055 -0.79372
H -0.19061 1.72965 -2.32120
H -0.25880 -0.49814 -1.43783
H -0.01648 -0.97050 0.91894
C -2.13255 -3.26966 -3.29987
C -0.63364 -3.03286 -3.18290
H -2.42364 -3.37988 -4.34198
H -2.50623 -4.17343 -2.81870
H -2.73021 -2.47466 -2.85639
H -0.27400 -3.08554 -2.14724
H -0.39302 -2.04863 -3.57191
H -0.10468 -3.88009 -3.63711

6.
The following is a DFT calculation (ωB97M-V with the def2-TZVPD basis set) of 2 unconnected molecules or ions with the total composition C5H15N2S.

The calculation puts the total energy at -19236.93717 eV. The HOMO energy is -0.4742 hartree. Its charge is +1. As for the molecular weight: 135.3 g mol⁻¹.

Geometry (Å):
C -2.93955 1.26496 0.28107
C -2.47593 0.35123 -0.58259
N -1.26312 0.65928 -1.35253
N -4.09571 1.11915 1.00976
H -2.46651 2.23572 0.35398
H -2.87593 -0.64462 -0.66944
H -1.41940 0.68268 -2.36530
H -0.86263 1.54623 -1.05283
H -0.56190 -0.12032 -1.21398
H -4.37804 0.16942 1.19681
H -4.07084 1.59933 1.90017
C 3.16117 -0.04001 1.38041
C 2.15312 -0.07763 0.23835
C 2.13468 -1.44839 -0.42672
S 1.01048 -1.54284 -1.87494
H 3.34044 0.99369 1.68001
H 4.12318 -0.46921 1.10743
H 2.77182 -0.54973 2.25994
H 1.14333 0.11394 0.62409
H 2.30193 0.70916 -0.50332
H 1.78661 -2.19713 0.27689
H 3.13050 -1.71240 -0.77019
H 0.35229 -2.64251 -1.49709